{"formula": "C47H59N3OTeY", "method": "ωB97M-V/def2-TZVPD", "spin_multiplicity": 2, "total_energy_ev": -64550.8749, "charge": 0, "e_lumo_ev": [0.2, -0.6], "homo_ev": [-6.962, -7.662], "orbital_gap_ev": [7.2, 7.0], "largest_force_ev_per_a": 2.46, "molar_mass_g_mol": 898.51, "symbols": ["Y", "C", "C", "C", "C", "C", "C", "C", "C", "C", "C", "C", "C", "N", "C", "C", "C", "C", "C", "N", "C", "C", "C", "C", "H", "H", "H", "H", "H", "H", "H", "H", "H", "H", "H", "H", "H", "H", "H", "H", "H", "H", "H", "H", "H", "H", "H", "H", "H", "H", "H", "H", "H", "C", "C", "C", "C", "C", "C", "Te", "N", "C", "O", "C", "C", "C", "C", "C", "C", "C", "C", "C", "C", "C", "C", "C", "C", "C", "C", "C", "C", "H", "H", "H", "H", "H", "H", "H", "H", "H", "H", "H", "H", "H", "H", "H", "H", "H", "H", "H", "H", "H", "H", "H", "H", "H", "H", "H", "C", "H", "H", "H"], "positions_angstrom": [[0.460, 1.536, 0.809], [-2.003, 5.161, 4.772], [-2.105, 4.531, 3.375], [-3.584, 4.422, 2.936], [-1.281, 5.347, 2.362], [-1.685, 6.673, 2.205], [-1.010, 7.468, 1.279], [-0.054, 6.914, 0.441], [0.408, 5.632, 0.606], [1.523, 5.121, -0.294], [2.500, 6.238, -0.669], [0.990, 4.511, -1.602], [-0.161, 4.872, 1.655], [0.405, 3.603, 1.971], [0.925, 3.411, 3.201], [1.368, 2.155, 3.637], [1.890, 1.823, 4.922], [2.121, 0.446, 4.959], [1.753, -0.058, 3.700], [1.323, 0.963, 2.873], [1.880, -1.479, 3.252], [2.914, -1.531, 2.110], [0.528, -2.019, 2.752], [2.326, -2.357, 4.475], [-2.307, 4.413, 5.533], [-2.634, 6.063, 4.880], [-0.949, 5.477, 5.008], [-1.654, 3.530, 3.372], [-4.059, 5.412, 2.937], [-4.157, 3.770, 3.624], [-3.685, 3.979, 1.936], [-2.552, 7.038, 2.738], [-1.226, 8.535, 1.221], [0.364, 7.485, -0.384], [2.028, 4.331, 0.286], [2.089, 6.883, -1.463], [3.461, 5.804, -0.992], [2.706, 6.860, 0.215], [0.542, 5.297, -2.230], [0.274, 3.726, -1.410], [1.822, 4.066, -2.166], [1.023, 4.247, 3.888], [2.041, 2.515, 5.754], [2.559, -0.124, 5.764], [2.513, -1.132, 1.177], [3.219, -2.598, 1.990], [3.807, -0.950, 2.422], [0.237, -1.586, 1.773], [-0.286, -1.906, 3.499], [0.624, -3.108, 2.581], [3.311, -2.038, 4.859], [2.446, -3.404, 4.113], [1.591, -2.342, 5.301], [-2.975, -7.243, 1.891], [-2.261, -6.140, 1.141], [-0.850, -6.158, 1.035], [-0.134, -5.110, 0.435], [1.346, -5.192, 0.194], [-0.820, -4.017, -0.061], [0.329, -2.409, -1.284], [0.885, -0.289, -0.569], [1.844, 0.442, -1.140], [2.118, 1.702, -0.787], [2.685, -0.141, -2.298], [2.745, 0.531, -3.541], [3.412, -0.041, -4.621], [4.034, -1.282, -4.459], [4.041, -1.921, -3.214], [3.365, -1.356, -2.138], [-0.687, -2.327, -3.317], [-0.560, -3.437, -4.189], [0.201, -4.673, -3.725], [-1.136, -3.391, -5.455], [-1.911, -2.296, -5.851], [-2.611, -2.275, -7.189], [-2.036, -1.228, -4.965], [-1.457, -1.223, -3.692], [-1.633, -0.028, -2.790], [-2.233, -3.979, -0.039], [-2.984, -2.840, -0.645], [-2.917, -5.039, 0.602], [-2.257, -8.031, 2.173], [-3.730, -7.714, 1.247], [-3.473, -6.867, 2.810], [-0.271, -6.988, 1.399], [1.812, -6.044, 0.740], [1.890, -4.290, 0.496], [1.571, -5.295, -0.875], [2.377, 1.550, -3.615], [3.437, 0.460, -5.592], [4.537, -1.739, -5.285], [4.556, -2.857, -3.087], [3.426, -1.866, -1.162], [1.277, -4.457, -3.599], [0.090, -5.488, -4.471], [-0.199, -5.065, -2.766], [-0.976, -4.241, -6.142], [-2.562, -3.261, -7.671], [-2.184, -1.504, -7.866], [-3.676, -2.013, -7.061], [-2.575, -0.319, -5.251], [-2.589, 0.497, -3.006], [-0.803, 0.708, -2.869], [-1.632, -0.316, -1.730], [-2.858, -1.921, -0.041], [-4.053, -3.024, -0.718], [-2.610, -2.595, -1.670], [-3.999, -4.982, 0.688], [-1.911, 1.326, 0.889], [-2.384, 0.552, 1.523], [-2.414, 1.201, -0.073], [-2.198, 2.312, 1.305]], "forces_ev_per_angstrom": [[-0.22, -0.36, 0.24], [0.68, -0.20, 0.61], [0.49, -0.01, -0.56], [0.02, -0.30, 0.13], [-0.57, 0.18, 0.61], [0.80, -0.05, -1.13], [-0.55, 0.36, 0.28], [-0.14, 0.56, -0.22], [-0.21, -0.55, 0.31], [-0.22, -0.17, 0.08], [0.51, -0.05, 0.52], [0.55, 0.28, -0.03], [0.16, 0.01, 0.08], [0.77, -0.21, 1.82], [-0.88, 0.20, -2.28], [0.87, -1.63, 1.11], [-0.28, 0.36, -0.14], [-0.16, 0.63, -0.54], [-0.22, 1.68, -0.47], [0.07, -0.39, 1.13], [-0.34, -0.30, 0.39], [0.68, -0.73, 0.87], [-0.25, -0.57, -0.13], [0.27, -0.23, -0.79], [0.05, 0.53, -0.29], [0.20, -0.44, -0.12], [-0.93, -0.34, -0.21], [-0.33, 0.13, 0.29], [0.07, -0.22, -0.04], [0.34, 0.34, -0.18], [0.11, 0.20, 0.20], [0.18, 0.16, 0.14], [-0.16, -0.27, -0.22], [-0.07, 0.24, 0.32], [0.15, 0.28, -0.35], [0.26, -0.26, 0.24], [-0.39, 0.21, -0.11], [0.03, -0.06, -0.33], [-0.10, -0.28, 0.25], [-0.45, -0.24, -0.09], [-0.22, 0.07, 0.17], [-0.14, 0.11, 0.08], [-0.05, -0.16, -0.39], [-0.18, 0.13, 0.02], [0.04, -0.03, 0.08], [-0.12, 0.69, -0.24], [-0.37, -0.34, -0.37], [-0.01, 0.02, 0.62], [0.46, 0.19, -0.49], [-0.01, 0.33, -0.01], [-0.41, -0.08, -0.13], [-0.16, 0.60, 0.31], [0.30, 0.05, -0.48], [0.00, -0.14, -0.05], [1.35, 0.33, 0.27], [-0.48, 0.64, -0.26], [0.06, -0.21, -0.15], [0.85, -0.67, 0.54], [-1.28, 0.53, -1.38], [-0.86, -0.80, -0.39], [1.46, 1.68, -0.55], [0.35, -0.29, -0.62], [-0.97, -1.95, -0.22], [-0.25, 0.47, 0.11], [0.40, -0.18, 0.68], [-0.08, -0.37, 0.21], [-0.25, 0.17, 0.64], [-0.32, 0.65, -0.47], [0.05, 0.04, 0.23], [-0.07, -0.66, 0.44], [0.60, 0.05, 0.93], [-0.21, -0.38, -0.34], [-0.11, -0.12, -0.08], [0.14, 0.03, 0.08], [-0.15, 0.29, -0.19], [0.00, 0.29, 0.10], [0.50, 0.12, 0.05], [-0.22, 0.57, 0.24], [0.50, -0.66, 0.61], [0.09, 0.92, -0.50], [0.18, 0.53, -0.30], [-0.30, 0.33, -0.01], [0.04, 0.14, 0.23], [0.28, -0.19, -0.56], [0.00, -0.35, 0.21], [-0.35, 0.48, -0.41], [-0.21, -0.04, 0.17], [-0.12, -0.18, 0.11], [-0.33, -0.20, 0.02], [0.02, -0.10, 0.36], [0.22, -0.17, -0.37], [0.16, -0.19, 0.00], [-0.27, 0.42, -0.50], [-0.40, -0.07, 0.00], [0.15, 0.49, 0.40], [0.23, 0.31, -0.47], [-0.23, 0.46, 0.43], [0.04, 0.37, 0.05], [-0.13, -0.51, 0.34], [0.41, -0.14, -0.03], [-0.04, -0.42, -0.05], [0.64, -0.30, 0.10], [-0.42, -0.45, -0.22], [-0.13, 0.00, -0.28], [0.02, -0.32, -0.20], [-0.05, -0.17, 0.04], [-0.34, -0.29, 0.79], [0.02, 0.01, -0.12], [-0.13, -0.09, 0.11], [0.30, 0.25, 0.05], [-0.10, 0.25, -0.21], [-0.19, -0.27, -0.15]]}